{"formula": "C29H36N2O5", "method": "the ωB97M-V functional and the def2-TZVPD basis", "charge": 0, "total_energy_ev": -43867.9880, "e_homo_ev": -9.371, "homo_lumo_gap_ev": 8.06, "symbols": ["C", "C", "C", "O", "O", "C", "C", "C", "C", "C", "C", "C", "C", "C", "O", "C", "O", "C", "C", "C", "C", "C", "C", "O", "H", "H", "H", "H", "H", "H", "H", "H", "H", "H", "H", "H", "H", "H", "H", "H", "H", "H", "H", "H", "H", "H", "H", "H", "H", "H", "C", "C", "C", "N", "C", "C", "H", "H", "H", "H", "H", "C", "C", "C", "N", "C", "C", "H", "H", "H", "H", "H"], "xyz": [[3.3706, -2.9469, 2.8333], [4.3949, -2.9775, 1.8633], [4.3859, -2.0280, 0.5823], [4.9955, -0.9506, 0.6724], [3.6529, -2.4668, -0.5224], [3.9408, -1.6929, -1.7156], [2.9069, -2.0883, -2.8655], [1.8544, -0.9483, -3.2344], [1.0141, -0.4023, -1.9771], [-0.2419, 0.3967, -2.5962], [-1.1564, 1.1059, -1.5008], [-2.0485, 0.1058, -0.6400], [-1.9685, -1.2841, -0.8151], [-2.8635, -2.1804, 0.1322], [-2.4618, -3.3419, 0.3467], [-4.1848, -1.6295, 0.8268], [-5.1271, -2.5883, 1.2437], [-5.8541, -3.0384, 0.0553], [-5.8602, -4.6152, -0.1538], [-4.6363, -5.2047, -0.9967], [-4.2004, -4.3407, -2.2702], [-4.2762, -0.2434, 1.0031], [-3.0727, 0.6563, 0.4636], [-2.8802, 1.8301, 0.8402], [3.2121, -3.8745, 3.4709], [2.7489, -1.9989, 2.9742], [5.2694, -3.6836, 2.0458], [3.9570, -0.5702, -1.5647], [4.9902, -2.0070, -2.0623], [3.5310, -2.2717, -3.8097], [2.4272, -3.1015, -2.6251], [1.1006, -1.3884, -3.9666], [2.4313, -0.1106, -3.7548], [1.6818, 0.3138, -1.3762], [0.7119, -1.2533, -1.2895], [-0.8518, -0.3286, -3.2286], [0.2075, 1.2298, -3.2445], [-1.7805, 1.9680, -1.9164], [-0.4365, 1.5966, -0.7492], [-1.3230, -1.8302, -1.5611], [-6.9493, -2.7299, 0.2262], [-5.4997, -2.4326, -0.8344], [-6.8356, -4.9407, -0.6294], [-5.7775, -5.0752, 0.8959], [-3.7531, -5.4664, -0.3148], [-4.9909, -6.2196, -1.4051], [-4.1308, -5.0572, -3.1636], [-3.1327, -3.9556, -2.1196], [-4.9326, -3.5304, -2.5707], [-5.1840, 0.2161, 1.5074], [5.3249, 3.1179, 0.5139], [5.8505, 1.9681, 1.0849], [6.8307, 2.1088, 2.0544], [7.3053, 3.2925, 2.4718], [6.7814, 4.3877, 1.9024], [5.7964, 4.3552, 0.9286], [4.5552, 3.0507, -0.2473], [5.5071, 0.9850, 0.7851], [7.2707, 1.2401, 2.5329], [7.1848, 5.3308, 2.2570], [5.4084, 5.2731, 0.5050], [-2.1863, 4.4967, 2.2512], [-2.7927, 5.2123, 1.2302], [-2.7413, 6.5962, 1.2797], [-2.1417, 7.2870, 2.2611], [-1.5645, 6.5713, 3.2373], [-1.5573, 5.1861, 3.2777], [-2.2041, 3.4142, 2.2471], [-3.2935, 4.7069, 0.4141], [-3.1983, 7.2001, 0.5025], [-1.0891, 7.1552, 4.0188], [-1.0732, 4.6600, 4.0909]], "atomic_forces_ev_per_a": [[1.966, 0.232, -1.958], [-2.306, -0.225, 1.061], [0.918, 1.248, 1.840], [-1.653, -2.823, -1.166], [1.502, 1.298, 1.825], [0.498, -0.106, -1.914], [0.449, -0.094, -0.386], [-0.049, -0.662, 0.705], [0.338, 0.540, -0.932], [0.307, 0.129, 0.774], [0.310, -0.014, 1.245], [-0.173, -2.277, -0.760], [-1.798, 2.053, 1.385], [1.495, -1.857, -0.137], [-1.498, 2.948, -0.416], [0.711, 1.656, -0.003], [1.481, 1.514, -1.424], [-1.843, -0.388, -0.466], [1.163, 0.144, 0.603], [-0.422, -0.762, -0.320], [0.727, -1.072, -0.274], [0.775, -1.798, -0.665], [0.610, 1.464, 0.022], [-1.045, -3.174, -0.828], [0.567, 1.782, -0.337], [0.371, -1.863, -0.584], [-1.474, 0.650, -0.982], [-0.138, -1.405, 0.239], [-1.443, 0.556, 0.593], [-0.857, 0.204, 1.278], [0.509, 1.564, -0.152], [1.060, 0.586, 0.722], [-0.965, -0.950, 0.730], [-1.088, -0.966, -0.736], [0.360, 1.022, -0.904], [0.749, 1.075, 0.618], [-0.821, -1.279, 0.704], [0.679, -1.360, 0.481], [-1.076, -0.530, -1.001], [-0.810, 0.724, 1.156], [1.575, -0.316, -0.180], [-0.342, -0.979, 0.886], [1.084, 0.589, 0.580], [-0.444, 0.650, -1.482], [-1.223, 0.773, -1.046], [0.443, 1.404, 0.701], [-0.117, 1.096, 1.173], [-1.695, -0.139, -0.246], [0.971, -0.849, 0.525], [1.535, -0.414, -0.657], [0.018, 0.038, 0.014], [-0.122, 0.011, -0.150], [0.266, 0.461, 0.243], [-0.406, -0.040, -0.400], [0.288, -0.319, 0.297], [-0.057, -0.097, -0.055], [0.033, 0.004, 0.035], [0.126, 0.277, 0.107], [-0.055, -0.027, -0.056], [-0.054, 0.009, -0.046], [0.039, -0.015, 0.040], [0.075, -0.171, 0.131], [0.054, -0.005, 0.072], [0.200, 0.359, 0.325], [-0.009, -0.578, -0.008], [-0.166, 0.398, -0.282], [-0.089, 0.037, -0.144], [-0.024, 0.128, -0.029], [0.027, -0.002, 0.042], [-0.013, -0.056, -0.009], [0.008, -0.059, 0.004], [-0.015, 0.044, -0.022]]}